No. 1
Density functional theory data (the ωB97M-V functional and the def2-TZVPD basis) for C21H21BN5O2OsSe as an isolated structure.

```
52
Properties=species:S:1:pos:R:3:nbo_charge:R:1
Os 0.694 -0.379 -0.955 0.8336
B 2.805 2.473 -1.565 0.1596
N 3.158 1.031 -2.071 -0.2497
C 4.322 0.745 -2.614 0.0928
C 4.518 -0.643 -2.632 -0.3233
C 3.394 -1.153 -2.055 0.0272
N 2.542 -0.134 -1.703 -0.3947
N 1.280 2.690 -1.577 -0.2744
C 0.716 3.895 -1.704 0.0154
C -0.627 3.796 -1.392 -0.3392
C -0.802 2.456 -1.078 -0.0316
N 0.357 1.792 -1.187 -0.3856
H 3.296 3.232 -2.355 -0.0238
H 3.246 2.595 -0.448 -0.0367
H 4.967 1.542 -2.948 0.2473
H 5.364 -1.181 -3.021 0.2555
H 3.111 -2.176 -1.897 0.2442
H 1.314 4.741 -1.999 0.2377
H -1.368 4.576 -1.399 0.2434
H -1.703 1.950 -0.792 0.2129
N 0.092 -0.340 0.909 -0.4028
C 0.022 -0.354 2.056 0.5255
C -0.015 -0.437 3.473 -0.1657
C -0.196 0.712 4.247 -0.1515
C -0.209 0.592 5.623 -0.2079
C -0.041 -0.657 6.212 -0.1343
C 0.144 -1.795 5.437 -0.2067
C 0.159 -1.696 4.059 -0.1432
H -0.318 1.674 3.768 0.2353
H -0.346 1.469 6.240 0.2381
H -0.050 -0.742 7.291 0.2349
H 0.280 -2.758 5.909 0.2391
H 0.314 -2.560 3.426 0.2493
Se -1.255 -1.061 -1.980 0.5730
C -2.885 -0.212 -1.530 -0.1848
C -3.196 0.154 -0.219 -0.2521
C -4.458 0.641 0.067 -0.1919
C -5.402 0.766 -0.948 -0.1611
C -5.096 0.389 -2.249 -0.1955
C -3.839 -0.112 -2.544 -0.2259
H -2.456 0.048 0.561 0.2220
H -4.710 0.925 1.080 0.2299
H -6.386 1.153 -0.719 0.2329
H -5.837 0.481 -3.031 0.2362
H -3.595 -0.421 -3.553 0.2324
C 1.272 -4.554 -1.593 -0.2752
O 1.026 -3.144 -1.751 -0.5644
C 1.091 -2.392 -0.612 0.5526
O 1.319 -2.908 0.455 -0.6434
H 1.316 -4.965 -2.597 0.2029
H 0.464 -5.019 -1.030 0.1951
H 2.208 -4.726 -1.066 0.1963
```

Calculated values
Charge ... +1
E_tot ... -3753.82436 Eh
Spin multiplicity ... 1

---

No. 2
Density functional theory data (the ωB97M-V functional and the def2-TZVPD basis) for a 9-piece molecular cluster, C21H21Cl18N3 overall in a non-equilibrium geometry.

```
63
Properties=species:S:1:pos:R:3:nbo_charge:R:1
Cl -5.178 5.807 2.955 0.0133
C -5.845 4.168 3.227 -0.2784
Cl -5.116 2.981 2.214 0.0527
Cl -7.630 4.083 2.930 -0.0221
H -5.802 3.952 4.295 0.2347
Cl -5.917 -3.514 -0.598 0.0190
C -6.181 -2.337 -1.897 -0.2809
Cl -7.882 -2.264 -2.305 0.0329
Cl -5.205 -2.697 -3.361 0.0009
H -5.832 -1.360 -1.562 0.2285
Cl 3.220 0.888 -7.136 -0.0102
C 2.808 2.665 -7.227 -0.2670
Cl 1.585 3.023 -8.479 0.0076
Cl 4.249 3.560 -7.613 0.0358
H 2.405 3.002 -6.272 0.2336
Cl 8.159 -2.282 -1.263 0.0241
C 7.167 -1.485 -2.463 -0.2928
Cl 6.802 -2.731 -3.672 0.0087
Cl 7.919 -0.080 -3.201 0.0274
H 6.249 -1.150 -1.979 0.2324
Cl 2.942 -6.381 6.024 0.0271
C 3.819 -5.066 6.786 -0.2798
Cl 2.670 -3.928 7.482 0.0285
Cl 4.831 -4.268 5.530 -0.0095
H 4.535 -5.440 7.519 0.2341
Cl 1.174 -8.393 -2.953 0.0205
C 2.350 -7.824 -4.134 -0.2907
Cl 1.502 -7.200 -5.535 0.0204
Cl 3.378 -9.184 -4.604 0.0136
H 2.957 -7.003 -3.752 0.2361
C -4.384 5.109 -3.860 -0.1753
C -4.086 4.041 -4.688 -0.2508
C -2.859 3.374 -4.559 0.0290
N -1.911 3.789 -3.726 -0.4189
C -2.144 4.916 -3.016 0.0247
C -3.382 5.569 -3.033 -0.2571
H -5.389 5.506 -3.871 0.2196
H -4.831 3.726 -5.404 0.2154
H -2.676 2.528 -5.205 0.1933
H -1.318 5.183 -2.373 0.1998
H -3.589 6.463 -2.464 0.2205
C 2.253 2.077 6.631 -0.1612
C 1.840 2.982 7.613 -0.2676
C 0.632 3.633 7.425 0.0258
N -0.199 3.385 6.369 -0.4167
C 0.277 2.541 5.400 0.0296
C 1.468 1.824 5.490 -0.2658
H 3.204 1.591 6.794 0.2155
H 2.415 3.169 8.508 0.2228
H 0.112 4.217 8.170 0.1993
H -0.313 2.478 4.498 0.1920
H 1.725 1.109 4.723 0.2261
C -0.641 -2.293 0.790 -0.1766
C -0.406 -1.649 -0.373 -0.2590
C 0.725 -2.020 -1.157 0.0380
N 1.524 -3.054 -0.777 -0.4179
C 1.258 -3.663 0.399 0.0210
C 0.220 -3.299 1.200 -0.2519
H -1.462 -2.017 1.436 0.2153
H -1.113 -0.876 -0.640 0.2197
H 0.969 -1.535 -2.090 0.2003
H 1.858 -4.507 0.705 0.1938
H 0.089 -3.838 2.127 0.2170
```

Calculated values
Charge ... 0
SMILES ... ClC(Cl)Cl.ClC(Cl)Cl.ClC(Cl)Cl.ClC(Cl)Cl.ClC(Cl)Cl.ClC(Cl)Cl.c1ccncc1.c1ccncc1.c1ccncc1
E_tot ... -9260.43213 Eh
Spin multiplicity ... 1

---

No. 3
Density functional theory data (the ωB97M-V functional and the def2-TZVPD basis) for one molecule with the formula C21H21ClN2O3 in a non-equilibrium geometry.

```
48
Properties=species:S:1:pos:R:3:nbo_charge:R:1
Cl -1.685 1.792 2.499 -0.5379
C 2.465 1.102 -2.285 -0.2545
O 1.487 0.042 -2.278 -0.5074
C 0.395 0.169 -3.069 0.3607
C 0.333 0.913 -4.272 -0.3129
C -0.844 0.932 -5.013 -0.1519
C -1.965 0.235 -4.564 -0.3360
C -1.872 -0.574 -3.414 0.3248
O -2.811 -1.441 -2.986 -0.5040
C -3.984 -1.650 -3.784 -0.2536
C -0.715 -0.556 -2.638 0.0755
N -0.664 -1.389 -1.462 -0.2944
C -0.423 -1.022 -0.180 0.3647
C -0.217 0.356 0.221 0.4187
C -0.128 0.674 1.687 -0.2578
C 0.869 1.517 2.115 -0.2334
C 1.297 1.616 3.480 0.0149
C 2.602 2.077 3.801 -0.2239
C 3.031 2.128 5.125 -0.2230
C 2.179 1.734 6.173 -0.2320
C 0.882 1.298 5.866 -0.2023
C 0.465 1.218 4.547 -0.2513
O -0.201 1.267 -0.621 -0.5565
N -0.365 -2.162 0.545 -0.2864
C -0.095 -2.320 1.958 -0.4103
C -0.586 -3.242 -0.283 -0.0525
C -0.764 -2.778 -1.531 -0.0237
H 3.235 0.793 -1.560 0.2073
H 2.889 1.191 -3.295 0.1735
H 2.001 2.076 -2.002 0.2083
H 1.222 1.465 -4.591 0.2254
H -0.890 1.563 -5.908 0.2250
H -2.869 0.222 -5.176 0.2262
H -4.528 -2.401 -3.210 0.2064
H -4.565 -0.721 -3.874 0.1912
H -3.698 -2.036 -4.776 0.1841
H -0.667 -0.097 2.305 0.2291
H 1.462 2.033 1.355 0.2155
H 3.263 2.386 2.972 0.2045
H 4.039 2.502 5.357 0.2089
H 2.498 1.822 7.205 0.2083
H 0.175 1.033 6.663 0.2084
H -0.575 0.947 4.303 0.2434
H 0.052 -3.398 2.127 0.2153
H 0.802 -1.767 2.273 0.2502
H -0.966 -2.004 2.550 0.2311
H -0.599 -4.243 0.098 0.2355
H -0.965 -3.303 -2.449 0.2488
```

Calculated values
Charge ... 0
Relative energy (zero: lowest compared OMol25 entry of this formula, charge and spin) ... 671.1 kJ/mol
E_tot ... -1608.10172 Eh
Spin multiplicity ... 1

---

No. 4
Density functional theory data (the ωB97M-V functional and the def2-TZVPD basis) for one molecule with the formula C21H21ClN2O3.

```
48
Properties=species:S:1:pos:R:3:nbo_charge:R:1
C 1.727 2.139 -0.974 -0.6216
C 1.757 2.050 0.547 -0.3970
C 0.761 2.988 1.234 -0.4046
C -0.705 2.627 0.973 -0.2351
N -1.016 1.276 1.413 -0.4260
C -1.137 0.320 0.416 0.6667
O -1.162 0.690 -0.761 -0.6807
C -1.208 -1.062 0.828 -0.3473
C -1.147 -2.161 -0.162 0.6836
O -1.092 -3.349 0.200 -0.6906
N -1.148 -1.819 -1.453 -0.6005
C -0.808 -2.747 -2.504 -0.2466
C 0.269 -2.170 -3.381 -0.0866
C 0.048 -1.980 -4.740 -0.1353
C 1.016 -1.422 -5.556 -0.2299
C 2.230 -1.032 -5.018 -0.1994
C 2.474 -1.209 -3.668 -0.2251
C 1.501 -1.775 -2.861 -0.0186
Cl 1.854 -1.997 -1.180 0.0080
C -1.236 -1.400 2.169 0.4786
O -1.257 -2.647 2.593 -0.6524
C -1.245 -0.359 3.163 -0.2021
C -1.355 -0.675 4.522 -0.1301
C -1.352 0.314 5.473 -0.2451
C -1.239 1.642 5.071 -0.1654
C -1.121 1.975 3.740 -0.2749
C -1.120 0.982 2.750 0.2941
H 2.518 1.525 -1.398 0.2097
H 1.876 3.166 -1.301 0.1951
H 0.779 1.780 -1.366 0.2291
H 2.759 2.305 0.901 0.2046
H 1.557 1.020 0.853 0.1985
H 0.955 2.970 2.309 0.2037
H 0.922 4.008 0.879 0.2078
H -1.372 3.340 1.463 0.2010
H -0.907 2.654 -0.099 0.2564
H -1.165 -0.819 -1.658 0.4472
H -0.471 -3.672 -2.021 0.2469
H -1.695 -2.973 -3.107 0.2037
H -0.901 -2.278 -5.160 0.2051
H 0.821 -1.289 -6.609 0.2161
H 2.989 -0.591 -5.645 0.2181
H 3.417 -0.913 -3.236 0.2270
H -1.199 -3.229 1.761 0.5227
H -1.445 -1.716 4.792 0.2359
H -1.439 0.070 6.520 0.2189
H -1.244 2.429 5.811 0.2171
H -1.044 3.015 3.476 0.2192
```

Calculated values
Charge ... 0
SMILES ... CCCCn1c(=O)c(C(=O)NCc2ccccc2Cl)c(O)c2ccccc21
Relative energy (zero: lowest compared OMol25 entry of this formula, charge and spin) ... 0.0 kJ/mol
E_tot ... -1608.35732 Eh
Spin multiplicity ... 1

---

No. 5
Density functional theory data (the ωB97M-V functional and the def2-TZVPD basis) for one molecule with the formula C21H21ClN4O3.

```
50
Properties=species:S:1:pos:R:3:nbo_charge:R:1
O -1.598 3.501 2.468 -0.6268
C -0.932 2.487 2.510 0.6967
C 0.549 2.549 2.847 -0.5072
C 1.354 2.920 1.593 -0.2147
N 1.500 1.812 0.657 -0.4798
C 0.657 1.775 -0.441 0.8026
O -0.219 2.586 -0.630 -0.6268
N 0.872 0.745 -1.319 -0.6176
C 1.825 -0.233 -1.170 0.2798
C 1.994 -1.237 -2.121 -0.2641
C 2.952 -2.209 -1.922 -0.1605
C 3.756 -2.195 -0.785 -0.2482
C 3.603 -1.196 0.151 -0.1250
C 2.638 -0.205 -0.033 -0.2407
C 2.482 0.868 0.950 0.6783
O 3.139 0.960 1.966 -0.5953
N -1.477 1.270 2.255 -0.4526
C -0.788 -0.003 2.297 -0.2027
C -1.561 -1.058 1.491 -0.2182
N -1.964 -0.527 0.214 -0.4493
C -1.696 -1.119 -0.989 0.2806
C -1.097 -2.385 -1.100 -0.2846
C -0.823 -2.951 -2.327 -0.2007
C -1.137 -2.274 -3.493 -0.1043
Cl -0.769 -2.979 -5.035 -0.0083
C -1.743 -1.032 -3.421 -0.2036
C -2.021 -0.466 -2.193 -0.3241
C -2.734 0.708 0.276 -0.2309
C -2.818 1.211 1.715 -0.2375
H 0.936 1.636 3.293 0.2262
H 0.673 3.366 3.560 0.2476
H 2.362 3.219 1.891 0.2313
H 0.855 3.735 1.067 0.2503
H 0.240 0.697 -2.109 0.4336
H 1.372 -1.245 -3.002 0.2261
H 3.079 -2.986 -2.660 0.2211
H 4.501 -2.962 -0.643 0.2199
H 4.216 -1.149 1.038 0.2387
H 0.215 0.086 1.874 0.1982
H -0.691 -0.349 3.335 0.1974
H -2.439 -1.396 2.057 0.1901
H -0.904 -1.914 1.359 0.2219
H -0.847 -2.961 -0.224 0.2128
H -0.363 -3.926 -2.376 0.2286
H -2.002 -0.504 -4.326 0.2300
H -2.501 0.497 -2.178 0.2316
H -3.742 0.547 -0.125 0.1933
H -2.236 1.488 -0.310 0.2283
H -3.218 2.225 1.728 0.2679
H -3.450 0.572 2.338 0.1900
```

Calculated values
Charge ... 0
SMILES ... O=C(CCn1c(=O)[nH]c2ccccc2c1=O)N1CCN(c2ccc(Cl)cc2)CC1
Relative energy (zero: lowest compared OMol25 entry of this formula, charge and spin) ... 0.0 kJ/mol
E_tot ... -1717.88067 Eh
Spin multiplicity ... 1

---

No. 6
Density functional theory data (the ωB97M-V functional and the def2-TZVPD basis) for C21H21F6N10O4RuS3 as an isolated structure in a non-equilibrium geometry.

```
66
Properties=species:S:1:pos:R:3:nbo_charge:R:1
Ru 1.237 1.043 0.134 0.9477
C 1.664 -0.530 -3.811 -0.7002
C 1.328 0.266 -2.599 0.3278
N 1.496 -0.180 -1.402 -0.1767
N 1.942 -1.450 -1.145 -0.4218
C 2.218 -1.811 0.136 0.3131
N 2.639 -3.050 0.330 -0.7181
S 2.038 -0.739 1.443 0.1371
C 0.704 1.598 -2.648 0.1168
C 0.394 2.227 -3.835 -0.1818
C -0.253 3.460 -3.799 -0.1157
C -0.573 4.011 -2.579 -0.1868
C -0.229 3.328 -1.415 0.1017
N 0.388 2.155 -1.446 -0.4204
H 2.550 -1.144 -3.649 0.2482
H 1.887 0.121 -4.652 0.2733
H 0.828 -1.173 -4.100 0.2729
H 2.012 -2.098 -1.917 0.4246
H 2.797 -3.707 -0.419 0.4249
H 2.857 -3.354 1.266 0.4463
H 0.644 1.776 -4.784 0.2471
H -0.499 3.971 -4.720 0.2590
H -1.075 4.965 -2.501 0.2616
H -0.454 3.722 -0.436 0.2583
F 0.146 5.628 2.983 -0.2784
C 1.026 5.375 2.034 0.7604
F 0.560 5.805 0.860 -0.3062
F 2.180 5.944 2.298 -0.2739
S 1.261 3.546 1.927 2.2090
O -0.033 2.975 1.568 -0.9491
O 1.897 3.099 3.120 -0.8717
N 2.124 3.351 0.578 -1.2371
S 3.687 2.920 0.703 2.2427
O 4.517 3.705 1.537 -0.8207
O 3.653 1.471 0.792 -0.9334
C 4.164 3.238 -1.055 0.7418
F 3.393 2.459 -1.855 -0.3427
F 5.422 2.899 -1.226 -0.2762
F 3.971 4.497 -1.383 -0.2800
C -1.779 -0.494 -1.408 -0.6813
C -1.562 -0.307 0.049 0.4470
N -0.549 0.299 0.674 -0.4130
C -0.828 0.286 2.038 -0.0682
C -1.997 -0.353 2.224 -0.0438
N -2.448 -0.718 0.971 -0.3214
C -3.566 -1.630 0.704 -0.0408
N -3.116 -2.983 0.704 -0.2342
N -2.431 -3.442 -0.380 -0.0623
N -1.934 -4.583 -0.114 -0.1837
C -2.264 -4.919 1.186 0.0234
C -1.972 -6.067 1.930 -0.1727
C -2.443 -6.110 3.219 -0.2087
C -3.195 -5.048 3.766 -0.1599
C -3.499 -3.917 3.042 -0.2621
C -3.013 -3.880 1.733 0.1524
H -1.032 0.035 -1.979 0.2159
H -2.751 -0.083 -1.688 0.2575
H -1.784 -1.554 -1.667 0.2853
H -0.177 0.734 2.766 0.2606
H -2.541 -0.584 3.123 0.2565
H -3.987 -1.393 -0.269 0.2430
H -4.326 -1.489 1.468 0.2462
H -1.410 -6.882 1.495 0.2420
H -2.249 -6.978 3.833 0.2387
H -3.554 -5.134 4.782 0.2371
H -4.101 -3.125 3.468 0.2231
```

Calculated values
Charge ... +2
⟨S²⟩ ... 0.7557
Relative energy (zero: lowest compared OMol25 entry of this formula, charge and spin) ... 110.1 kJ/mol
E_tot ... -3549.45644 Eh
Spin multiplicity ... 2